# C34H79Cl4F2MgN7O7P2S2

A structure of composition C34H79Cl4F2MgN7O7P2S2 in a non-equilibrium geometry (ωB97M-V/def2-TZVPD, the Open Molecules 2025 dataset).

The geometry in XYZ format:
```
138
Properties=species:S:1:pos:R:3:forces:R:3
H -1.208199 -1.565519 3.553511 -0.1 -0.4 -0.1
C -2.511123 0.616808 -1.113329 -0.4 0.2 0.1
C -3.278451 1.115967 -2.319631 0.2 -0.1 0.3
H -0.651887 0.377137 -2.057923 0.0 0.1 0.0
H 3.986748 -1.334657 4.410677 0.1 -0.2 -0.3
C 2.795695 -2.089249 1.887561 0.8 0.1 -0.5
N -1.464788 -1.131495 0.802401 -0.4 -0.5 0.7
O 4.381116 -3.861848 3.356693 -0.2 0.0 0.1
H 1.218563 -3.459370 -1.856000 0.1 -0.5 -0.2
H 5.999059 0.477190 3.052441 0.1 -0.1 0.0
H 3.893836 -6.835806 4.004715 -0.1 0.5 -0.2
C 8.726776 -3.822710 1.223929 0.4 0.1 0.5
C 0.415737 -5.162539 0.323016 1.0 0.3 -0.7
H -3.641629 0.270313 -2.883854 -0.2 -0.2 -0.4
H -0.851390 -6.480843 1.413092 -0.6 0.1 0.1
C 0.606432 -0.102773 -0.166388 0.5 0.7 1.3
C 0.801902 2.633156 -4.146843 -9.8 3.4 -7.5
C -3.595950 5.404028 -2.955154 0.1 0.4 0.3
H -2.653587 1.737515 -2.944479 0.2 0.2 -0.3
H -5.008525 8.383724 -2.602466 -0.2 -0.1 -0.1
H 2.374396 -1.118635 1.669170 -0.3 0.1 0.0
C 2.438457 -3.154409 0.877986 -0.2 0.2 -0.4
H -2.429482 9.745577 -4.506302 0.0 0.0 0.1
C -5.264719 -3.401683 0.124141 -0.2 -0.3 0.1
C -0.110340 -2.365768 -0.629379 -0.1 -0.7 -0.6
C -2.944339 9.015065 -5.127656 0.3 -0.3 0.1
F 9.483761 -3.458807 4.145937 -0.5 -0.1 0.4
H 3.106546 -1.909297 5.781102 -0.1 -0.3 0.4
H 8.906168 -3.908106 0.162674 -0.2 0.0 -0.1
C -2.231911 5.219895 -4.890330 0.1 -0.1 -0.5
P -4.330847 6.778533 -5.283679 -3.4 -2.7 4.0
H -3.696526 -4.246332 2.815846 0.0 0.2 0.5
H 0.652441 1.629708 3.926191 -0.3 0.4 0.3
C -0.998757 -0.563965 3.206749 0.7 0.7 -0.1
H 1.577869 -0.547108 -0.304836 0.4 -0.7 1.7
O -4.503735 6.168353 -6.621725 2.1 2.0 -1.3
H -7.667679 6.347908 -3.719538 0.0 0.0 -0.1
H 0.598840 0.382744 5.197620 0.0 0.2 0.4
H 5.692333 -3.393667 -0.650847 0.2 -0.2 0.1
Cl 9.557377 -2.412181 1.828885 0.3 0.3 -0.6
C -1.674498 -0.204445 1.897690 -0.8 -0.6 0.4
H 0.815840 -6.861763 1.535758 0.3 -0.3 0.2
C 2.959237 2.103335 4.115975 0.2 -0.5 0.4
H 3.876274 -1.981956 1.884479 0.4 0.0 0.1
C -0.595277 -0.958605 -0.344277 1.1 1.3 -2.2
C 3.732023 -1.103385 5.432629 0.1 0.4 -0.7
O 0.575780 -0.595391 -3.283570 -0.2 0.9 -1.6
H 0.028442 1.853144 -0.588531 -1.8 0.5 1.0
H -2.956355 6.143342 -2.449340 0.0 0.0 0.0
H -0.330655 -5.335698 -0.451298 -0.6 -0.1 0.1
H -7.876203 7.378069 -5.674905 0.0 0.0 0.1
Cl 1.597165 1.930051 -2.322646 2.4 -5.8 14.6
H 4.334248 0.549254 2.854542 -0.3 -0.2 0.1
N -3.782827 8.110501 -4.293930 1.3 1.0 -2.5
C 2.974446 0.180639 5.497428 -0.6 0.8 2.0
C -6.924910 6.929245 -5.970975 0.0 0.0 -0.2
C 0.122515 -6.035718 1.534166 0.0 -0.2 -0.2
C -4.623757 -4.515519 0.940170 0.1 0.0 -0.6
C 3.631682 -5.855053 4.417659 -0.2 0.9 -0.5
Cl 6.988512 -3.584737 1.526236 -0.6 0.0 -0.3
H -2.244847 5.097402 -5.973812 -0.1 0.1 0.0
H 3.197523 2.345335 3.091215 -0.3 0.3 -0.5
P 0.629996 -3.411311 0.781864 -0.9 0.5 1.7
C -4.696116 8.920834 -3.496905 -0.3 0.0 0.2
H 2.660802 -5.559637 4.017170 0.0 0.0 0.0
H -1.721964 -0.957760 -2.244278 -0.3 -0.2 0.0
H 5.353270 -3.305724 -2.139600 0.1 0.0 -0.1
H 6.467499 -6.000607 4.061629 0.0 0.0 0.1
H -6.213350 6.427941 -2.779250 0.0 0.0 -0.1
N -3.021443 -2.687217 1.656451 1.4 -0.3 -0.2
N 5.243747 0.593305 2.371358 0.0 -0.1 -0.1
N -6.010202 6.967576 -4.830112 0.1 -0.4 0.1
C 0.516586 -0.342706 3.185550 -0.3 -0.3 1.1
H 2.844199 -4.084583 1.246953 0.1 -0.5 0.1
C -3.416920 -4.117367 1.782299 -0.8 0.0 0.1
H 4.639171 -1.020906 6.007643 0.2 -0.2 0.5
H 6.148305 -5.093264 5.560970 0.0 -0.2 0.0
F -2.134135 -5.959915 -0.600791 -0.2 0.3 0.1
H 0.866442 0.014479 2.238313 0.1 -0.2 -0.4
O 0.829972 -2.763668 -4.423169 -0.3 -0.6 -0.3
H 2.547347 -2.452541 2.868683 -0.2 0.2 0.4
H 3.560673 -5.917536 5.503470 0.1 -0.1 0.0
H -1.420206 0.096968 3.953743 -0.3 0.2 0.3
H -2.744710 -0.196163 2.066904 -0.4 0.1 0.0
H 1.363838 -5.482473 -0.092955 0.4 0.0 -0.3
H -4.146096 9.793380 -3.140173 0.2 0.0 -0.1
H -5.571031 9.273587 -4.042664 0.0 0.0 0.0
O 2.753526 0.762007 6.555464 0.4 -0.8 -2.0
H -4.772729 -3.321963 -0.833280 0.3 0.3 -0.3
H -6.287006 -3.665375 -0.093010 -0.4 -0.1 -0.1
H -1.511746 6.015108 -4.639239 0.1 -0.1 0.1
H -2.164607 1.475493 -0.557175 0.2 0.3 0.3
H 5.341190 1.490676 1.896021 0.0 0.0 0.0
H 1.686773 -1.810186 -1.617990 0.2 0.3 -0.3
H -7.122632 5.906082 -6.308423 0.0 0.0 -0.1
H 3.866183 2.209979 4.691800 0.4 0.1 0.2
Mg 4.299483 -8.421105 5.337308 0.3 -1.2 0.6
H -2.725231 -2.354393 2.562159 -0.4 0.5 0.1
C -2.139449 -2.285682 0.722913 0.1 0.1 -0.5
S 0.239158 -1.990092 -3.384526 2.1 0.8 -0.2
C -6.593982 6.161931 -3.767832 0.1 0.0 0.3
H 1.424395 2.878285 -5.029713 1.3 0.4 1.0
H 0.989400 -1.274649 3.443072 0.2 -0.3 -0.4
H -5.298645 -2.444012 0.623962 0.1 0.3 0.1
H 2.927222 -2.999119 -0.076805 0.1 0.0 -0.4
C 4.681195 -4.831687 4.022708 0.3 -0.2 0.1
H -4.598700 5.483187 -2.551538 0.0 0.1 0.0
H 2.272332 2.821086 4.535544 -0.3 0.3 0.0
H 6.715107 -4.244647 4.115255 0.3 -0.1 0.1
H -1.102265 -2.115466 -3.419921 -0.1 -0.4 0.1
H -6.441515 5.085228 -3.929654 -0.1 0.0 0.1
H -1.435114 0.802423 1.607980 0.4 0.3 -0.4
H -1.861187 4.288704 -4.460570 -0.2 0.2 0.0
H -2.175638 8.438874 -5.650657 -0.1 0.0 0.0
H 0.217769 -5.518541 2.478892 -0.1 0.2 0.3
H -3.236995 4.410022 -2.681616 0.1 0.0 -0.1
H 0.369563 1.623648 -4.363660 0.5 0.2 0.8
H -6.537463 7.492015 -6.814626 0.0 0.0 0.0
H 1.135731 1.679477 0.876241 1.5 0.4 -0.7
N 2.484475 0.703649 4.221113 0.3 0.5 0.6
S -1.744358 -3.197591 -0.739974 -0.6 -0.6 0.8
C 0.991498 0.647322 4.227034 0.2 -0.1 -1.1
O -0.030109 3.522525 -3.757551 2.6 -1.7 -0.6
H -3.212745 0.111385 -0.463345 -0.2 -0.4 0.2
H 5.289192 -0.167134 1.685610 0.1 -0.1 0.1
O 5.207106 -3.841386 -1.355061 -0.2 0.2 0.0
H -4.280981 -5.273474 0.250627 0.2 -0.3 -0.3
C -1.344292 -0.251765 -1.526088 -1.0 0.4 0.6
H 1.582656 2.322025 -3.317567 3.7 3.8 -8.8
C 0.840180 -2.449940 -1.798347 -1.1 -2.1 0.2
H -3.534430 9.549100 -5.880252 0.0 0.1 0.0
N -3.568400 5.521161 -4.396136 -0.3 -0.1 -0.4
Cl 9.243209 -5.316831 1.974642 0.0 -0.1 -0.1
H -2.597392 -4.793818 1.604511 0.6 0.0 -0.5
C 0.590039 1.224829 0.068646 -0.4 -0.6 0.0
H -5.366560 -4.991565 1.561667 -0.2 0.0 0.4
C 6.091990 -5.059947 4.471189 -0.1 0.3 -0.1
H -4.125425 1.694558 -1.991545 -0.4 0.3 0.0
```
Positions in Å, forces in eV/Å.

Output
Largest force on an atom (eV Å⁻¹): 15.87
Energy above the lowest of the compared OMol25 structures with the same formula, charge and spin (eV): 0.000
Electronic energy (eV): -162501.317
LUMO energy (eV): -2.0
Orbital gap (eV): 4.27
HOMO energy (eV): -6.3